Record 1
This record from OMol25 describes a cluster of 5 separate species, C15H36Cl2O12P2 in total in a non-equilibrium geometry. The level of theory is the ωB97M-V functional and the def2-TZVPD basis.

Geometry (Å):
C1 4.512 -26.106 -0.650
O1 5.194 -26.451 -1.832
P1 5.085 -25.678 -3.261
O2 5.167 -24.205 -3.180
O3 6.307 -26.309 -4.141
C2 6.512 -25.915 -5.471
O4 3.783 -26.341 -3.987
C3 2.451 -25.903 -3.751
H1 5.291 -25.684 -0.015
H2 4.082 -26.998 -0.193
H3 3.767 -25.315 -0.735
H4 6.041 -24.964 -5.720
H5 6.105 -26.699 -6.110
H6 7.516 -25.786 -5.875
H7 2.365 -24.976 -3.184
H8 1.970 -26.658 -3.129
H9 2.009 -25.684 -4.723
C4 -2.844 -25.961 1.508
O5 -1.823 -26.432 0.656
P2 -1.369 -25.541 -0.637
O6 -0.095 -25.882 -1.347
O7 -2.672 -25.474 -1.538
C5 -3.070 -26.677 -2.139
O8 -1.283 -24.057 0.030
C6 -0.985 -22.965 -0.834
H10 -3.151 -24.945 1.259
H11 -2.505 -25.826 2.535
H12 -3.729 -26.595 1.459
H13 -4.040 -26.880 -1.686
H14 -2.388 -27.516 -2.003
H15 -3.167 -26.575 -3.220
H16 -1.884 -22.672 -1.376
H17 -0.123 -23.183 -1.465
H18 -0.737 -22.020 -0.351
C7 10.229 -23.494 -7.121
C8 8.803 -23.021 -7.115
O9 8.363 -22.648 -5.834
C9 7.345 -21.854 -5.761
C10 6.992 -21.545 -4.305
O10 6.694 -21.340 -6.693
H19 10.603 -23.459 -8.144
H20 10.249 -24.533 -6.793
H21 10.856 -22.905 -6.451
H22 8.756 -22.132 -7.745
H23 8.166 -23.814 -7.509
H24 5.981 -21.159 -4.173
H25 7.705 -20.802 -3.947
H26 6.966 -22.452 -3.701
C11 1.288 -19.521 0.290
C12 0.679 -18.225 -0.258
O11 0.810 -18.133 -1.676
C13 -0.093 -18.798 -2.462
C14 0.109 -18.512 -3.916
O12 -0.976 -19.597 -2.036
H27 2.248 -19.711 -0.191
H28 0.728 -20.426 0.056
H29 1.577 -19.358 1.328
H30 -0.364 -18.187 0.056
H31 1.115 -17.338 0.201
H32 -0.713 -18.058 -4.469
H33 0.310 -19.448 -4.438
H34 0.937 -17.829 -4.105
Cl1 1.690 -22.197 -3.381
C15 3.107 -21.681 -2.387
Cl2 3.044 -22.399 -0.758
H35 3.997 -22.089 -2.866
H36 3.136 -20.591 -2.370

LUMO energy in eV: 0.7
Structure (SMILES): COP(=O)(OC)OC.COP(=O)(OC)OC.CCOC(C)=O.CCOC(C)=O.ClCCl
Energy in hartree: -3099.26272
Orbital gap in eV: 10.69

---

Record 2
This record from OMol25 describes a cluster of 2 separate species, Br3O3P in total in a non-equilibrium geometry. The level of theory is the ωB97M-V functional and the def2-TZVPD basis.

Geometry (Å):
O1 1.514 1.620 0.741
O2 1.294 -0.874 0.894
O3 1.376 0.108 -1.473
P1 1.403 0.425 -0.039
Br1 0.797 -2.302 0.047
Br2 -2.153 0.981 -0.063
Br3 -4.231 0.042 -0.108

LUMO energy in eV: -1.9
Energy in hartree: -8289.10705
Orbital gap in eV: 8.68

---

Record 3
This record from OMol25 describes an isolated molecule of C4H5NO in a non-equilibrium geometry. The level of theory is the ωB97M-V functional and the def2-TZVPD basis.

Geometry (Å):
N1 3.034 -0.740 0.405
C1 2.041 -0.173 0.227
C2 0.764 0.507 0.007
C3 -0.376 -0.511 -0.133
C4 -1.740 0.152 -0.067
O1 -2.010 1.070 0.667
H1 0.550 1.164 0.856
H2 0.857 1.143 -0.882
H3 -0.280 -1.120 -1.037
H4 -0.321 -1.235 0.694
H5 -2.518 -0.258 -0.737

LUMO energy in eV: 0.5
Structure (SMILES): N#CCCC=O
Energy in hartree: -285.39010
Orbital gap in eV: 11.03

---

- The highest orbital gap belongs to which entry?
  C4H5NO

---

Repeat the first record exactly.
This record from OMol25 describes a cluster of 5 separate species, C15H36Cl2O12P2 in total in a non-equilibrium geometry. The level of theory is the ωB97M-V functional and the def2-TZVPD basis.

Geometry (Å):
C1 4.512 -26.106 -0.650
O1 5.194 -26.451 -1.832
P1 5.085 -25.678 -3.261
O2 5.167 -24.205 -3.180
O3 6.307 -26.309 -4.141
C2 6.512 -25.915 -5.471
O4 3.783 -26.341 -3.987
C3 2.451 -25.903 -3.751
H1 5.291 -25.684 -0.015
H2 4.082 -26.998 -0.193
H3 3.767 -25.315 -0.735
H4 6.041 -24.964 -5.720
H5 6.105 -26.699 -6.110
H6 7.516 -25.786 -5.875
H7 2.365 -24.976 -3.184
H8 1.970 -26.658 -3.129
H9 2.009 -25.684 -4.723
C4 -2.844 -25.961 1.508
O5 -1.823 -26.432 0.656
P2 -1.369 -25.541 -0.637
O6 -0.095 -25.882 -1.347
O7 -2.672 -25.474 -1.538
C5 -3.070 -26.677 -2.139
O8 -1.283 -24.057 0.030
C6 -0.985 -22.965 -0.834
H10 -3.151 -24.945 1.259
H11 -2.505 -25.826 2.535
H12 -3.729 -26.595 1.459
H13 -4.040 -26.880 -1.686
H14 -2.388 -27.516 -2.003
H15 -3.167 -26.575 -3.220
H16 -1.884 -22.672 -1.376
H17 -0.123 -23.183 -1.465
H18 -0.737 -22.020 -0.351
C7 10.229 -23.494 -7.121
C8 8.803 -23.021 -7.115
O9 8.363 -22.648 -5.834
C9 7.345 -21.854 -5.761
C10 6.992 -21.545 -4.305
O10 6.694 -21.340 -6.693
H19 10.603 -23.459 -8.144
H20 10.249 -24.533 -6.793
H21 10.856 -22.905 -6.451
H22 8.756 -22.132 -7.745
H23 8.166 -23.814 -7.509
H24 5.981 -21.159 -4.173
H25 7.705 -20.802 -3.947
H26 6.966 -22.452 -3.701
C11 1.288 -19.521 0.290
C12 0.679 -18.225 -0.258
O11 0.810 -18.133 -1.676
C13 -0.093 -18.798 -2.462
C14 0.109 -18.512 -3.916
O12 -0.976 -19.597 -2.036
H27 2.248 -19.711 -0.191
H28 0.728 -20.426 0.056
H29 1.577 -19.358 1.328
H30 -0.364 -18.187 0.056
H31 1.115 -17.338 0.201
H32 -0.713 -18.058 -4.469
H33 0.310 -19.448 -4.438
H34 0.937 -17.829 -4.105
Cl1 1.690 -22.197 -3.381
C15 3.107 -21.681 -2.387
Cl2 3.044 -22.399 -0.758
H35 3.997 -22.089 -2.866
H36 3.136 -20.591 -2.370

LUMO energy in eV: 0.7
Structure (SMILES): COP(=O)(OC)OC.COP(=O)(OC)OC.CCOC(C)=O.CCOC(C)=O.ClCCl
Energy in hartree: -3099.26272
Orbital gap in eV: 10.69